C41H65BClF6N2O6S | ωB97M-V with the def2-TZVPD basis set

Cartesian coordinates (Å):
C 7.5656 3.4682 1.6043
B 6.6769 2.7256 2.7473
O 6.6173 3.3899 4.0975
C 5.8519 1.2882 2.6374
C 6.6735 0.5047 3.8701
N 6.3858 0.7346 1.3424
C 7.6935 0.2034 0.8304
O 8.6508 -0.4148 1.5809
C 8.1383 0.2325 -0.7858
F 9.6483 0.2119 -0.8544
F 7.7236 1.4624 -1.4905
C 7.6605 -1.1728 -1.5221
F 8.8495 -2.1022 -1.4462
F 6.5765 -1.8910 -0.7566
C 7.3238 -1.0109 -3.1196
F 8.5095 -0.4357 -3.8079
F 7.1818 -2.4172 -3.6538
C 5.9077 -0.2570 -3.4580
O 5.9698 0.8025 -4.2958
O 4.5761 -0.6265 -2.9246
C 5.3406 0.7605 0.4569
C 3.9003 1.2848 1.1362
C 2.9371 0.0859 0.4911
C 1.3398 0.3653 0.5223
C 0.6484 -0.8732 -0.3709
S -0.3642 -0.1298 -1.7856
C 3.4502 2.5582 0.2550
C 4.3895 3.8853 0.2477
C 4.3811 5.1216 1.3316
C 5.3403 6.4832 1.2191
C 6.3714 6.6736 -0.0774
C 6.3864 5.4092 -1.1496
C 5.4450 4.0626 -1.0365
C 4.1744 1.3294 2.7484
C 3.4780 2.4687 3.6936
C 1.9352 2.9148 3.2229
C 1.0877 3.4144 4.5754
C -0.5578 3.2723 4.3139
N -1.2019 4.6449 4.2463
C -2.7146 4.5509 4.2712
C -3.5617 5.9818 4.1320
O -3.4134 3.4093 4.4107
C 3.8892 -0.0408 3.6593
C 2.3156 -0.5161 3.7529
O 1.3704 0.0901 4.5252
Cl 1.6345 -2.0713 2.9123
H 8.7104 3.3393 1.9193
H 7.4793 2.9969 0.5374
H 7.3961 4.6211 1.5018
H 6.6199 4.3663 3.8615
H 6.2220 0.9079 4.8898
H 6.6032 -0.6603 3.7944
H 7.8122 0.8587 3.8615
H 4.1093 0.2691 -2.8107
H 5.3705 0.4424 -0.6687
H 3.3060 -0.9188 0.9553
H 3.2377 0.0304 -0.6641
H 0.9663 1.3417 0.0009
H 0.8133 0.3016 1.5637
H 1.5330 -1.4749 -0.8998
H -0.0101 -1.5844 0.3105
H -1.1528 0.9488 -1.3073
H 2.3446 2.9553 0.4754
H 3.3926 2.1918 -0.8818
H 3.6635 5.0904 2.2554
H 5.2870 7.3237 2.0649
H 7.0277 7.6346 -0.1982
H 7.1203 5.5120 -2.0588
H 5.4820 3.2090 -1.8476
H 3.3313 2.1312 4.8303
H 4.0345 3.4979 3.7594
H 1.3157 2.0282 2.7825
H 1.9280 3.7875 2.4449
H 1.3555 4.5079 4.9020
H 1.3065 2.6980 5.4971
H -0.8033 2.5813 3.3888
H -1.0254 2.7094 5.2567
H -0.8552 5.1098 3.3536
H -2.8194 6.7233 3.5910
H -3.8103 6.3121 5.2468
H -4.5147 5.7260 3.5001
H 4.4507 -0.9957 3.2109
H 4.1577 0.1241 4.8129
C -5.6822 -5.1345 -2.6448
C -6.0078 -3.7083 -3.0617
C -4.8454 -3.0043 -3.7652
C -3.5817 -2.8200 -2.9168
C -3.7788 -2.0475 -1.6102
C -4.2428 -0.6148 -1.8254
H -4.8621 -5.1671 -1.9216
H -6.5555 -5.5988 -2.1769
H -5.4011 -5.7392 -3.5132
H -6.3334 -3.1347 -2.1869
H -6.8637 -3.7339 -3.7467
H -5.1913 -2.0264 -4.1217
H -4.5773 -3.5728 -4.6648
H -2.8296 -2.3025 -3.5254
H -3.1534 -3.8011 -2.6828
H -2.8222 -2.0255 -1.0739
H -4.4856 -2.5686 -0.9577
H -3.5262 -0.0610 -2.4399
H -4.3321 -0.1003 -0.8631
H -5.2208 -0.5756 -2.3139
C -11.9313 -7.6846 -3.2201
C -12.2569 -6.2584 -3.6370
C -11.0945 -5.5544 -4.3405
C -9.8308 -5.3700 -3.4921
C -10.0279 -4.5975 -2.1855
C -10.4919 -3.1648 -2.4007
H -11.1111 -7.7171 -2.4969
H -12.8046 -8.1489 -2.7521
H -11.6502 -8.2892 -4.0885
H -12.5825 -5.6848 -2.7622
H -13.1128 -6.2840 -4.3220
H -11.4404 -4.5765 -4.6970
H -10.8263 -6.1228 -5.2401
H -9.0787 -4.8526 -4.1007
H -9.4025 -6.3512 -3.2581
H -9.0712 -4.5756 -1.6492
H -10.7347 -5.1186 -1.5330
H -9.7753 -2.6111 -3.0152
H -10.5812 -2.6504 -1.4384
H -11.4699 -3.1257 -2.8892

Forces on atoms 1 to 6 (eV/Å):
1.3 -0.5 -0.5
-0.3 2.4 2.3
-0.5 -0.1 -4.0
3.0 1.1 3.8
0.0 0.7 0.5
-3.6 -1.2 -4.6

Properties
charge = +1
largest force on an atom = 10.028 eV/A
E = -3643.52676 Eh